Record 1
DFT (ωB97M-V with the def2-TZVPD basis set) results for a 11-piece molecular cluster, C78H67ClF10O5 overall in a non-equilibrium geometry.

Geometry as ORCA input:
```
! wB97M-V def2-TZVPD RIJCOSX def2/J DEFGRID3
* xyz 0 1
O -2.515 -3.900 -1.740
C -1.471 -4.441 -1.911
O -0.913 -4.603 -3.120
C 0.489 -4.300 -3.144
C 0.747 -2.890 -3.682
C -0.288 -1.855 -3.247
C 0.014 -1.262 -1.832
C -0.208 0.211 -1.780
C 0.717 1.167 -1.643
C 2.184 0.823 -1.509
O 3.018 1.847 -2.012
C 3.948 2.359 -1.141
C 4.098 3.748 -1.111
C 5.038 4.310 -0.252
C 5.829 3.525 0.586
C 5.697 2.137 0.534
C 4.760 1.569 -0.334
C 0.265 2.589 -1.567
O 0.921 3.541 -1.909
C -1.085 2.807 -0.988
C -1.993 1.857 -1.133
Cl -3.582 1.935 -0.495
C -1.641 0.623 -1.893
O -2.447 0.005 -2.525
H -0.896 -4.855 -1.069
H 0.957 -5.020 -3.808
H 0.926 -4.422 -2.152
H 0.709 -2.936 -4.768
H 1.759 -2.603 -3.404
H -1.286 -2.268 -3.217
H -0.230 -1.024 -3.942
H 1.029 -1.543 -1.565
H -0.634 -1.718 -1.085
H 2.384 -0.076 -2.086
H 2.366 0.617 -0.454
H 3.489 4.364 -1.752
H 5.153 5.386 -0.236
H 6.534 3.977 1.265
H 6.283 1.484 1.151
H 4.681 0.491 -0.363
H -1.325 3.702 -0.436
F 0.002 4.672 2.480
C -0.238 5.912 2.000
C 0.302 6.224 0.774
C 0.060 7.474 0.226
C -0.704 8.397 0.928
C -1.235 8.062 2.169
C -1.011 6.804 2.714
H 0.899 5.480 0.259
H 0.467 7.723 -0.745
H -0.891 9.375 0.511
H -1.830 8.781 2.714
H -1.425 6.517 3.671
F -0.489 0.136 1.181
C -0.857 0.284 2.477
C -1.659 -0.676 3.058
C -2.030 -0.520 4.387
C -1.603 0.590 5.104
C -0.801 1.546 4.496
C -0.418 1.392 3.172
H -1.986 -1.529 2.478
H -2.651 -1.265 4.859
H -1.897 0.710 6.139
H -0.471 2.415 5.050
H 0.211 2.121 2.678
F -9.316 -3.609 -2.896
C -7.995 -3.323 -2.810
C -7.603 -2.027 -2.545
C -6.247 -1.746 -2.445
C -5.309 -2.755 -2.618
C -5.728 -4.050 -2.887
C -7.082 -4.343 -2.980
H -8.350 -1.253 -2.421
H -5.920 -0.737 -2.233
H -4.256 -2.533 -2.543
H -4.997 -4.835 -3.024
H -7.430 -5.347 -3.181
F 8.108 1.806 2.326
C 9.385 2.248 2.251
C 9.645 3.582 2.490
C 10.956 4.030 2.416
C 11.979 3.147 2.100
C 11.692 1.810 1.862
C 10.386 1.351 1.941
H 8.832 4.255 2.729
H 11.177 5.071 2.606
H 12.999 3.501 2.041
H 12.487 1.120 1.613
H 10.141 0.311 1.766
F -3.044 -3.362 5.586
C -2.156 -4.340 5.307
C -0.859 -4.215 5.765
C 0.048 -5.225 5.478
C -0.347 -6.331 4.736
C -1.655 -6.434 4.284
C -2.571 -5.433 4.575
H -0.571 -3.341 6.334
H 1.066 -5.146 5.834
H 0.366 -7.114 4.512
H -1.965 -7.293 3.707
H -3.599 -5.497 4.240
F 8.555 -2.205 6.561
C 8.391 -0.867 6.615
C 8.044 -0.189 5.464
C 7.871 1.186 5.525
C 8.055 1.860 6.725
C 8.408 1.157 7.869
C 8.574 -0.219 7.820
H 7.912 -0.733 4.538
H 7.593 1.730 4.634
H 7.924 2.933 6.767
H 8.556 1.681 8.803
H 8.842 -0.787 8.701
F -1.846 11.349 -0.250
C -2.045 11.076 -1.557
C -3.198 11.534 -2.162
C -3.400 11.260 -3.506
C -2.459 10.532 -4.221
C -1.308 10.080 -3.590
C -1.092 10.353 -2.247
H -3.921 12.094 -1.585
H -4.296 11.616 -3.996
H -2.622 10.319 -5.268
H -0.574 9.511 -4.145
H -0.197 10.013 -1.745
F -3.579 -8.861 5.079
C -3.926 -8.726 6.378
C -4.702 -9.705 6.963
C -5.055 -9.568 8.297
C -4.639 -8.459 9.020
C -3.862 -7.485 8.408
C -3.495 -7.616 7.077
H -5.022 -10.558 6.379
H -5.658 -10.330 8.773
H -4.920 -8.354 10.060
H -3.539 -6.617 8.968
H -2.884 -6.872 6.586
F -8.618 -0.387 -8.756
C -9.020 -1.397 -7.956
C -9.586 -2.517 -8.530
C -9.994 -3.556 -7.704
C -9.839 -3.457 -6.328
C -9.270 -2.319 -5.774
C -8.851 -1.279 -6.591
H -9.704 -2.570 -9.604
H -10.434 -4.443 -8.138
H -10.161 -4.266 -5.686
H -9.157 -2.237 -4.711
H -8.397 -0.387 -6.180
F 2.722 -1.841 -6.023
C 2.489 -2.223 -7.296
C 1.317 -1.826 -7.906
C 1.080 -2.220 -9.215
C 2.007 -3.004 -9.887
C 3.178 -3.394 -9.251
C 3.428 -2.999 -7.945
H 0.605 -1.220 -7.362
H 0.169 -1.913 -9.711
H 1.817 -3.312 -10.907
H 3.900 -4.008 -9.772
H 4.336 -3.286 -7.432
*
```

frontier orbital gap: 7.764 eV
SMILES string: O=COCCCCC1=C(COc2ccccc2)C(=O)C=C(Cl)C1=O.Fc1ccccc1.Fc1ccccc1.Fc1ccccc1.Fc1ccccc1.Fc1ccccc1.Fc1ccccc1.Fc1ccccc1.Fc1ccccc1.Fc1ccccc1.Fc1ccccc1
E_HOMO: -8.66 eV
E: -4847.43212 Ha



Record 2
DFT (ωB97M-V with the def2-TZVPD basis set) results for a 14-piece molecular cluster, C78H76F11N3 overall in a non-equilibrium geometry.

Geometry as ORCA input:
```
! wB97M-V def2-TZVPD RIJCOSX def2/J DEFGRID3
* xyz 1 2
C 6.231 -6.869 3.851
C 7.224 -7.862 3.218
C 8.247 -8.423 4.211
C 9.124 -9.416 3.555
N 9.831 -10.166 3.049
H 5.518 -6.439 3.148
H 6.719 -6.097 4.446
H 5.615 -7.462 4.527
H 7.828 -7.250 2.547
H 6.626 -8.571 2.646
H 7.805 -8.894 5.090
H 8.860 -7.651 4.677
C 7.693 -2.342 9.220
C 7.873 -2.064 7.661
C 6.868 -1.062 7.132
C 6.876 0.217 7.818
N 6.911 1.286 8.295
H 6.658 -2.567 9.476
H 7.857 -1.487 9.876
H 8.291 -3.183 9.573
H 7.905 -2.986 7.080
H 8.864 -1.625 7.546
H 5.829 -1.382 7.213
H 7.012 -0.787 6.088
C 14.496 -3.929 5.241
C 15.958 -3.379 5.423
C 17.010 -3.962 4.402
C 16.669 -3.523 3.040
N 16.457 -3.188 1.968
H 14.198 -3.602 4.245
H 13.826 -3.640 6.050
H 14.524 -5.012 5.120
H 16.254 -3.624 6.443
H 15.960 -2.292 5.345
H 17.077 -5.043 4.521
H 18.018 -3.579 4.566
F 8.170 -5.245 8.139
C 7.776 -6.567 8.221
C 8.531 -7.415 9.021
C 8.158 -8.730 9.171
C 7.043 -9.179 8.519
C 6.223 -8.361 7.766
C 6.591 -7.047 7.642
H 9.415 -7.105 9.559
H 8.739 -9.412 9.772
H 6.729 -10.210 8.585
H 5.369 -8.821 7.292
H 5.938 -6.414 7.059
F 14.655 -7.293 1.208
C 13.509 -6.631 1.537
C 12.363 -7.414 1.651
C 11.188 -6.874 2.156
C 11.175 -5.607 2.691
C 12.275 -4.781 2.545
C 13.465 -5.277 1.910
H 12.403 -8.454 1.363
H 10.274 -7.447 2.089
H 10.241 -5.255 3.103
H 12.113 -3.769 2.886
H 14.303 -4.612 1.761
F 13.763 0.609 6.692
C 14.816 0.929 5.913
C 14.645 1.909 4.951
C 15.754 2.264 4.200
C 17.019 1.682 4.415
C 17.199 0.813 5.466
C 16.090 0.407 6.216
H 13.667 2.313 4.736
H 15.660 3.079 3.499
H 17.855 2.049 3.838
H 18.207 0.501 5.695
H 16.276 -0.241 7.060
F 9.671 -2.094 1.137
C 8.426 -2.358 0.754
C 7.895 -3.628 1.042
C 6.690 -3.982 0.490
C 5.909 -3.079 -0.229
C 6.429 -1.776 -0.461
C 7.700 -1.427 0.016
H 8.513 -4.358 1.545
H 6.256 -4.956 0.667
H 4.955 -3.345 -0.659
H 5.807 -1.018 -0.914
H 8.153 -0.466 -0.181
F 11.566 1.382 4.612
C 11.071 2.532 5.138
C 10.418 2.447 6.354
C 9.865 3.591 6.912
C 10.000 4.824 6.276
C 10.627 4.910 5.030
C 11.223 3.760 4.502
H 10.253 1.478 6.801
H 9.302 3.483 7.828
H 9.491 5.707 6.634
H 10.727 5.855 4.516
H 11.788 3.880 3.589
F 13.176 -5.474 7.446
C 12.546 -6.570 6.992
C 12.398 -6.799 5.634
C 11.747 -7.959 5.212
C 11.261 -8.895 6.147
C 11.345 -8.605 7.500
C 11.967 -7.429 7.903
H 12.654 -6.089 4.862
H 11.674 -8.148 4.151
H 10.920 -9.844 5.760
H 11.028 -9.308 8.257
H 12.072 -7.212 8.956
F 13.539 -1.721 8.749
C 14.701 -1.534 9.367
C 15.483 -2.646 9.640
C 16.686 -2.461 10.310
C 17.048 -1.246 10.863
C 16.175 -0.170 10.696
C 15.041 -0.300 9.919
H 15.205 -3.623 9.272
H 17.384 -3.283 10.374
H 17.994 -1.198 11.381
H 16.511 0.790 11.060
H 14.389 0.548 9.769
F 1.246 -4.246 4.350
C 2.556 -3.876 4.517
C 3.311 -3.514 3.404
C 4.663 -3.158 3.498
C 5.240 -3.127 4.747
C 4.549 -3.499 5.901
C 3.167 -3.884 5.788
H 2.829 -3.465 2.439
H 5.214 -3.010 2.581
H 6.244 -2.748 4.867
H 5.060 -3.592 6.847
H 2.603 -4.271 6.625
F 8.816 -3.329 11.777
C 10.184 -3.553 11.793
C 11.011 -3.327 12.924
C 12.360 -3.406 12.796
C 12.934 -3.836 11.630
C 12.160 -4.161 10.531
C 10.784 -3.992 10.624
H 10.536 -2.950 13.818
H 12.965 -3.082 13.631
H 14.012 -3.771 11.605
H 12.639 -4.548 9.643
H 10.255 -4.271 9.724
F 9.063 -0.169 12.276
C 9.812 0.403 11.328
C 10.385 -0.457 10.390
C 11.177 0.136 9.386
C 11.436 1.481 9.377
C 10.888 2.348 10.308
C 10.027 1.786 11.294
H 10.241 -1.528 10.405
H 11.598 -0.503 8.624
H 12.066 1.930 8.624
H 11.185 3.386 10.349
H 9.668 2.444 12.071
F 8.584 -4.856 4.761
C 9.446 -3.907 5.173
C 9.556 -2.742 4.441
C 10.518 -1.769 4.811
C 11.283 -2.000 5.967
C 11.117 -3.119 6.699
C 10.247 -4.082 6.250
H 8.877 -2.603 3.612
H 10.612 -0.859 4.238
H 11.966 -1.229 6.292
H 11.759 -3.271 7.555
H 10.216 -4.965 6.870
*
```

ΔE to the lowest compared entry with this formula, charge and spin: 4.4 kcal/mol
frontier orbital gap (spin up / spin down): 5.882 / 1.643 eV
E_HOMO (spin up / spin down): -10.37 / -10.37 eV
E: -4280.19945 Ha



Which of these has the highest E?
C78H76F11N3



Which of these has the lowest E?
C78H67ClF10O5